Here is one molecule with the formula C5H12O from the Open Molecules 2025 dataset. Energies are from ωB97M-V/def2-TZVPD.

XYZ file:
```
18
Properties=species:S:1:pos:R:3
C 2.759 0.250 0.298
O 1.411 0.641 0.196
C 0.526 -0.392 -0.165
C -0.857 0.201 -0.399
C -1.337 0.969 0.831
C -1.835 -0.902 -0.803
H 2.878 -0.841 0.256
H 3.162 0.603 1.254
H 3.346 0.694 -0.517
H 0.873 -0.902 -1.080
H 0.477 -1.151 0.638
H -0.761 0.909 -1.234
H -0.628 1.760 1.089
H -2.318 1.423 0.653
H -1.427 0.299 1.696
H -1.492 -1.437 -1.697
H -1.953 -1.637 0.004
H -2.824 -0.486 -1.020
```

Summary:
- Strongest force on any atom: 0.296 eV/Å
- 2S+1: 1
- SMILES string: COCC(C)C
- LUMO: 1.119 eV
- Energy relative to the best compared isomer or geometry (same formula, charge and spin): 0.6757 eV